1.
Density functional theory data (ωB97M-V/def2-TZVPD) for C14H17F3N2O3PbS as an isolated structure at a distorted geometry.

Element x y z (Å)
C: 1.30975 -2.23873 0.12567
C: -1.98692 -1.59181 0.22448
H: 1.70478 -2.36350 -0.89012
H: 0.79173 -3.13590 0.48791
H: 2.14297 -1.97667 0.80068
H: -2.73892 -0.81869 -0.02300
H: -1.98660 -2.36714 -0.54709
H: -2.16162 -1.97574 1.23891
C: 2.99168 1.10686 -0.63839
C: 3.99503 2.04527 -0.87310
C: 3.65603 3.39785 -0.91331
C: 2.32803 3.77137 -0.70534
H: 3.18814 0.02829 -0.63362
H: 5.00708 1.69388 -1.01887
H: 4.40823 4.15760 -1.10484
H: 2.01989 4.80606 -0.74196
N: 1.72515 1.48904 -0.41688
C: 1.35472 2.79542 -0.44626
C: -0.07323 3.13105 -0.20328
N: -0.94752 2.11615 0.01282
C: -2.25332 2.34541 0.22224
C: -1.89545 4.71331 0.01977
C: -2.76593 3.64177 0.22604
H: -2.88958 1.46419 0.38186
H: -3.82549 3.78008 0.39255
C: -0.54339 4.45626 -0.19152
H: 0.16906 5.25321 -0.35215
H: -2.25718 5.73764 0.02231
Pb: 0.02330 -0.20456 0.18977
C: 0.17700 0.14985 2.45195
H: -0.79802 0.49830 2.81595
H: 0.95469 0.91140 2.59653
H: 0.45739 -0.80196 2.92649
F: -0.25545 -3.32743 -4.48229
C: -0.68531 -2.61893 -3.40366
F: -2.03090 -2.50463 -3.47396
F: -0.38083 -3.34929 -2.28909
S: 0.11987 -0.92820 -3.31953
O: 1.50858 -1.20965 -2.98886
O: -0.16449 -0.37340 -4.61340
O: -0.63784 -0.28620 -2.20739

As for the LUMO energy (spin up / spin down): -12.47 / -12.50 eV. Its total charge is +2. The HOMO-LUMO gap (spin up / spin down) comes out at 3.68 / 3.65 eV.


2.
Density functional theory data (ωB97M-V/def2-TZVPD) for C14H17F3N2O3SW as an isolated structure at a distorted geometry.

Element x y z (Å)
C: -4.86655 0.08802 0.42496
C: -4.91257 1.37969 -0.39799
H: -5.02789 -0.78831 -0.21498
H: -5.69378 0.09614 1.14281
H: -3.94208 -0.05200 0.99700
H: -4.07475 1.50068 -1.09225
H: -5.83682 1.39280 -0.98658
H: -4.95277 2.26256 0.25185
C: 0.69067 -2.48088 0.38589
C: 1.40941 -3.64380 0.14790
C: 2.45153 -3.64259 -0.78222
C: 2.77145 -2.47424 -1.45550
H: -0.09186 -2.37950 1.13559
H: 1.15098 -4.52307 0.72322
H: 3.00657 -4.54929 -0.97782
H: 3.60246 -2.39324 -2.14772
N: 0.98018 -1.36102 -0.32493
C: 1.99788 -1.32373 -1.23611
C: 2.23352 0.00031 -1.77156
N: 1.38822 0.96481 -1.25676
C: 1.45918 2.24519 -1.72946
C: 3.33837 1.64877 -3.14382
C: 2.40226 2.58628 -2.68546
H: 0.73539 2.95188 -1.32997
H: 2.42121 3.59725 -3.07293
C: 3.24870 0.35156 -2.66284
H: 3.94529 -0.42389 -2.96740
H: 4.10169 1.92546 -3.86415
W: -0.04383 0.40044 0.11657
C: -1.80362 1.35770 -0.41501
H: -1.94086 1.58626 -1.48518
H: -1.83015 2.29041 0.18665
H: -2.59134 0.69633 -0.02377
F: -0.00370 0.70999 5.47815
C: 0.66870 -0.14188 4.67592
F: 1.98717 -0.06619 4.95562
F: 0.22945 -1.39890 4.89132
S: 0.38446 0.37201 2.83873
O: -0.88955 -0.35117 2.51517
O: 0.29572 1.81937 2.90030
O: 1.60165 -0.23023 2.25672

As for the LUMO energy (spin up / spin down): -10.40 / -9.86 eV. The expectation value of S² is 2.02. As for the multiplicity: 3. Its total charge is +2. The HOMO-LUMO gap (spin up / spin down) comes out at 6.33 / 6.88 eV.


3.
Density functional theory data (ωB97M-V/def2-TZVPD) for C14H17FeN4O6S2 as an isolated structure.

Element x y z (Å)
Fe: -0.62148 0.38234 -1.31624
O: -1.16613 6.44946 -1.92531
C: -1.07241 5.25052 -1.84113
C: -2.02023 4.31892 -1.09871
O: -2.98027 4.65328 -0.42721
C: -1.50447 2.98527 -1.34773
C: -0.33923 3.00693 -2.12528
O: 0.28432 1.92520 -2.40850
C: -0.01271 4.38344 -2.51469
O: 0.91188 4.78306 -3.19185
O: -1.98153 1.85016 -0.93039
C: 1.36192 -3.09178 -0.55978
N: 2.27371 -2.09966 -1.11221
C: 3.63268 -2.10873 -0.59259
C: 1.80921 -1.09567 -1.86235
C: 2.75650 0.00178 -2.25667
O: 0.61402 -1.06659 -2.22340
H: 1.64585 -4.08991 -0.90130
H: 0.34894 -2.86579 -0.87859
H: 1.41328 -3.05262 0.53022
H: 3.85434 -3.11436 -0.24050
H: 3.73719 -1.42443 0.25216
H: 4.35175 -1.85093 -1.36737
H: 3.56107 -0.38467 -2.88470
H: 3.20407 0.44517 -1.36535
H: 2.19532 0.76812 -2.78350
C: -1.51964 -2.89236 2.16267
N: -1.94903 -1.52089 2.10280
C: -1.98708 -0.67747 3.29158
C: -2.15539 0.72483 2.69286
N: -2.60810 0.42357 1.33994
C: -2.29261 -0.83367 1.00563
S: -2.30237 -1.43468 -0.58462
H: -0.50529 -2.94349 2.56556
H: -1.53454 -3.30189 1.15555
H: -2.19136 -3.47705 2.79793
H: -1.05927 -0.78309 3.85434
H: -2.83113 -0.96226 3.92916
H: -1.20352 1.26013 2.66023
H: -2.88476 1.32768 3.23002
H: -2.60624 1.13466 0.60266
S: 1.85540 -0.88282 2.68831
C: 1.04650 -0.27589 1.39846
N: 0.47083 0.15617 0.47988

As for the LUMO energy (spin up / spin down): 2.41 / 2.41 eV. The expectation value of S² is 6.01. The energy above the lowest of the compared OMol25 structures with the same formula, charge and spin is 0.00 kcal per mole. As for the multiplicity: 5. Its total charge is -1. The HOMO-LUMO gap (spin up / spin down) comes out at 6.86 / 6.91 eV.